A structure of composition C40H41AgClIN4O3SiTe. Source: OMol25; level of theory: ωB97M-V/def2-TZVPD.

The charge is -2. Its largest force on an atom is 0.60 eV Å⁻¹. The value obtained for the energy above the lowest of the compared OMol25 structures with the same formula, charge and spin is 124.4 kJ/mol. As for the total energy: -94045.04624 eV. The frontier orbital gap is 4.5 eV. The calculation puts the LUMO energy at 3.639 eV.

Cartesian coordinates (Å):
1 Ag 0.534 1.391 -0.665
2 Cl 5.658 6.312 -0.964
3 C 4.756 4.825 -1.198
4 C 5.452 3.650 -1.330
5 C 4.759 2.463 -1.531
6 I 5.830 0.658 -1.738
7 C 3.353 2.352 -1.591
8 O 2.731 1.269 -1.759
9 C 2.652 3.630 -1.455
10 N 1.307 3.569 -1.537
11 C 0.613 4.679 -1.453
12 C 1.203 5.932 -1.243
13 C 2.565 6.023 -1.138
14 C 3.347 4.855 -1.261
15 H 6.531 3.655 -1.273
16 H -0.461 4.575 -1.521
17 H 0.573 6.807 -1.144
18 H 3.050 6.973 -0.958
19 C 1.411 1.368 4.403
20 Si 1.345 1.564 2.499
21 C 1.479 3.435 2.216
22 C 2.976 0.786 1.909
23 N 0.082 0.913 1.578
24 C -0.956 0.112 1.888
25 C -1.343 -0.206 3.214
26 C -2.373 -1.074 3.517
27 C -3.087 -1.701 2.508
28 C -2.758 -1.409 1.190
29 C -1.765 -0.497 0.883
30 O -1.385 -0.256 -0.444
31 C -2.204 -0.504 -1.493
32 C -1.600 -1.004 -2.646
33 C -2.356 -1.245 -3.781
34 C -3.720 -0.985 -3.783
35 C -4.310 -0.444 -2.647
36 C -3.564 -0.198 -1.507
37 H 2.311 1.855 4.790
38 H 1.451 0.314 4.693
39 H 0.547 1.826 4.893
40 H 2.352 3.856 2.727
41 H 0.588 3.965 2.556
42 H 1.590 3.635 1.148
43 H 3.848 1.376 2.211
44 H 2.972 0.718 0.817
45 H 3.102 -0.229 2.300
46 H -0.777 0.256 4.012
47 H -2.617 -1.275 4.555
48 H -3.871 -2.417 2.725
49 H -3.276 -1.917 0.388
50 H -0.532 -1.183 -2.626
51 H -1.879 -1.642 -4.669
52 H -4.316 -1.185 -4.666
53 H -5.365 -0.197 -2.662
54 H -4.013 0.261 -0.637
55 C 1.801 -7.486 -0.898
56 C 0.757 -6.370 -0.923
57 N 0.395 -5.906 0.400
58 C -0.523 -6.737 1.170
59 C 0.128 -7.421 2.369
60 C 0.661 -4.656 0.919
61 O 0.200 -4.350 2.006
62 C 1.467 -3.684 0.132
63 C 2.694 -3.921 -0.484
64 C 3.298 -2.887 -1.176
65 C 2.662 -1.657 -1.257
66 N 1.501 -1.405 -0.650
67 C 0.945 -2.386 0.047
68 H 2.028 -7.809 -1.917
69 H 1.438 -8.351 -0.339
70 H 2.719 -7.138 -0.424
71 H -0.143 -6.738 -1.428
72 H 1.130 -5.531 -1.503
73 H -0.942 -7.482 0.490
74 H -1.336 -6.103 1.531
75 H 0.954 -8.064 2.060
76 H -0.610 -8.027 2.899
77 H 0.507 -6.659 3.047
78 H 3.198 -4.876 -0.390
79 H 4.261 -3.029 -1.650
80 H 3.086 -0.827 -1.810
81 H 0.025 -2.173 0.576
82 Te -2.153 2.973 0.376
83 C -3.605 4.299 -0.442
84 C -3.505 4.887 -1.709
85 C -4.481 5.733 -2.216
86 C -5.617 6.026 -1.471
87 C -5.742 5.461 -0.206
88 C -4.757 4.624 0.293
89 H -2.642 4.664 -2.325
90 H -4.358 6.163 -3.206
91 H -6.388 6.680 -1.864
92 H -6.624 5.675 0.391
93 H -4.871 4.198 1.284

Atomic partial charges in e from the Löwdin method, atoms 1 to 4:
1. Ag 0.6903
2. Cl 0.6030
3. C -0.6310
4. C -0.2118